Below is a structure of composition C42H33F11N7O6RbS2, with properties calculated with ωB97M-V/def2-TZVPD.

Atoms and positions in Å:
1 Rb -0.1619 1.3298 -0.6526
2 S 1.6157 -1.4011 -2.7541
3 S 0.8246 -2.5651 -5.1236
4 F -0.9921 3.9868 0.6843
5 F 2.6848 -3.7455 -2.0912
6 F 1.7952 -1.7864 -7.4585
7 F 0.5577 -3.6185 -1.7257
8 F -1.6561 5.0329 3.1652
9 F 1.9997 -0.2857 -5.9169
10 F 1.9482 -2.5785 -0.4318
11 F -2.8950 5.7817 1.5628
12 F -1.3516 7.0396 2.4306
13 F 0.5794 5.2545 1.5945
14 F 3.3171 -1.9966 -5.9502
15 O -0.3514 -2.5678 -5.9445
16 O 1.5063 -3.8019 -4.8745
17 O 2.9527 -1.2380 -3.2508
18 O -3.2005 -2.1233 0.6315
19 O -2.1032 -0.1909 0.3858
20 O 1.0878 -0.4044 -1.8670
21 N 0.5372 -1.6788 -3.8584
22 N 2.8382 1.8676 -0.9479
23 N -0.4527 1.9475 -5.8782
24 N 1.1205 3.8711 -1.6464
25 N 2.3417 1.9251 2.2480
26 N -0.7330 1.8662 -3.6889
27 N -2.3540 -3.8184 2.3251
28 C -0.1170 2.4688 -4.6728
29 C -2.9679 -4.6258 3.2585
30 C -2.2391 -1.3357 0.8464
31 C -0.1162 -3.4906 3.2490
32 C 1.0933 0.8887 5.3927
33 C -3.9809 -5.5016 2.8071
34 C 2.9436 5.1767 -2.5403
35 C 5.5518 2.0067 -1.5567
36 C 2.4267 4.0222 -1.9253
37 C -4.3028 -5.5548 1.3396
38 C 0.7198 6.0638 -2.5186
39 C 5.1823 4.2579 -2.5393
40 C -1.6197 5.7790 2.0082
41 C -0.6565 5.3651 0.9137
42 C 2.0639 -1.5992 -6.1510
43 C 4.3400 5.2689 -2.8411
44 C 0.3028 4.8581 -1.9227
45 C -1.2032 -3.0589 2.4805
46 C 1.7137 1.8047 3.2020
47 C -1.3418 0.9291 -5.6293
48 C 3.3355 2.9453 -1.5762
49 C 4.7013 3.0723 -1.8964
50 C -5.7873 -7.1978 3.2662
51 C 1.6990 -2.9367 -1.6951
52 C 0.0521 -1.0980 1.8933
53 C 0.8224 1.7339 4.3190
54 C -4.3693 -6.2202 5.0818
55 C 3.6567 0.8925 -0.6402
56 C 1.1220 -1.5135 2.6714
57 C -0.9634 1.5855 6.4180
58 C -4.6829 -6.2809 3.7261
59 C 0.1954 0.8194 6.4431
60 C -3.3714 -5.3661 5.5227
61 C -2.6818 -4.5698 4.6288
62 C 0.0713 2.3420 -7.1626
63 C 5.0305 0.9081 -0.9286
64 C -1.2286 2.4223 5.3435
65 C -0.3389 2.5011 4.2850
66 C -1.5027 0.8976 -4.2759
67 C 1.0328 -2.7243 3.3423
68 C -1.1098 -1.8460 1.7651
69 C 2.0401 6.2158 -2.8361
70 H -0.2233 3.3644 -7.4075
71 H 6.2394 4.3253 -2.7706
72 H -6.5385 -6.6583 2.6857
73 H 2.4085 7.1255 -3.2982
74 H -4.9192 -6.8327 5.7874
75 H 5.6465 0.0607 -0.6612
76 H -5.4055 -7.9988 2.6279
77 H -0.5332 3.1422 3.4363
78 H 0.1213 -0.1581 1.3610
79 H -0.7359 4.7147 -1.6615
80 H -2.9435 -3.3633 1.5887
81 H 0.3922 0.1570 7.2762
82 H -5.0844 -4.8369 1.0740
83 H -3.1422 -5.3004 6.5802
84 H 1.8665 -3.0857 3.9344
85 H 1.1584 2.2669 -7.1716
86 H 3.2166 0.0364 -0.1402
87 H -2.1350 3.0121 5.3178
88 H -1.9416 -3.8696 4.9873
89 H -0.0037 6.8474 -2.6953
90 H -0.1671 -4.4501 3.7469
91 H 0.5897 3.2789 -4.5687
92 H 6.6067 2.0686 -1.8003
93 H -6.2834 -7.6579 4.1212
94 H 2.0192 -0.9096 2.7262
95 H -1.7209 0.2994 -6.4150
96 H -2.0886 0.2092 -3.6910
97 H 4.7045 6.1719 -3.3186
98 H 1.9905 0.2847 5.3869
99 H -4.6454 -6.5453 1.0403
100 H -0.3225 1.6706 -7.9228
101 H -1.6686 1.5208 7.2373
102 H -3.4286 -5.2976 0.7436

## Properties
- Maximum force: 1.6 eV/A
- Lowest unoccupied orbital energy: 3.577 eV
- Kohn-Sham gap: 5.9132 eV
- Spin multiplicity: 1
- Total charge: -2
- Relative energy (zero: lowest compared OMol25 entry of this formula, charge and spin): 5.6 kcal per mole